Density functional theory data (ωB97M-V/def2-TZVPD) for a 2-piece molecular cluster, C4H15N3O overall in a non-equilibrium geometry.

Last column: Löwdin charge in e.
Cartesian coordinates (Å):
O 2.728 -0.798 0.066  -0.01
N -0.098 -2.021 0.136  -0.01
N -0.365 0.708 -1.147  -0.13
N -1.032 -0.131 1.348  -0.08
C -0.356 1.795 -0.220  -0.25
C -0.926 1.035 -2.423  -0.15
C -0.265 1.110 1.136  -0.25
C -0.237 -1.338 1.419  -0.33
H 0.793 0.931 1.455  0.10
H -0.460 1.782 2.023  0.12
H 0.779 -1.029 1.988  0.14
H -0.492 -2.129 2.234  0.12
H 2.106 -0.099 -0.090  0.01
H -0.867 -2.631 -0.073  0.07
H -1.264 2.330 -0.166  0.09
H 2.640 -1.326 -0.674  -0.01
H -0.834 0.199 -3.202  0.08
H 0.866 -2.321 -0.084  0.07
H -2.054 0.751 -2.532  0.09
H 0.447 2.566 -0.244  0.12
H -0.533 2.025 -2.757  0.09
H -1.728 -0.041 0.609  0.11
H -0.050 -0.129 -0.842  0.01

## Properties
Energy above the lowest of the compared OMol25 structures with the same formula, charge and spin (kcal/mol): 77.2
LUMO (eV): 0.82
Kohn-Sham gap (eV): 9.0


Density functional theory data (ωB97M-V/def2-TZVPD) for a 2-piece molecular cluster, C4H15N3O overall in a non-equilibrium geometry.

Last column: Löwdin charge in e.
Cartesian coordinates (Å):
O -1.362 1.169 2.745  -0.06
N 0.302 1.754 -2.286  0.10
N 1.730 -1.428 1.068  0.19
N -0.956 1.098 0.111  0.20
C 0.162 0.449 -1.931  -0.11
C -0.287 0.072 -0.701  -0.28
C 0.896 -2.119 0.024  -0.11
C -0.435 -1.346 -0.282  -0.12
H 0.709 -3.189 0.300  0.16
H 0.720 2.364 -1.586  0.12
H 2.440 -2.086 1.402  0.18
H -1.060 -1.866 -1.051  0.16
H -1.353 1.762 -0.578  0.18
H -1.734 0.802 0.737  0.16
H 0.529 -0.298 -2.727  0.18
H -0.916 -1.402 0.708  0.12
H 0.511 1.952 -3.259  0.13
H 2.362 -0.683 0.735  0.18
H -2.106 0.715 3.177  0.08
H 1.476 -2.074 -0.861  0.11
H -0.387 1.626 0.767  0.14
H 1.300 -1.132 1.962  0.19
H -1.192 1.747 3.510  0.09

## Properties
Energy above the lowest of the compared OMol25 structures with the same formula, charge and spin (kcal/mol): 43.3
LUMO (eV): -6.91
Kohn-Sham gap (eV): 9.5
Net charge: +2


Number 1: HOMO energy -8.23 eV. Number 2: HOMO energy -16.46 eV.